--- one ---
C21H24N2O3S | wB97M-V/def2-TZVPD

Computed properties:
Multiplicity   1
SMILES   Cc1ccc(S(=O)(=O)N=C=O)cc1.C=C(c1ccccc1)N1CCCCC1
Highest occupied orbital energy   -7.78 eV
Total charge   0

```
51
Properties=species:S:1:pos:R:3:nbo_charge:R:1
C -6.426 5.315 2.245 -0.632
C -5.643 4.610 1.196 0.012
C -5.839 3.254 0.968 -0.235
C -5.119 2.594 -0.005 -0.114
C -4.202 3.279 -0.764 -0.348
S -3.308 2.423 -2.084 2.205
O -4.250 1.315 -2.434 -0.890
O -3.018 3.540 -3.036 -0.892
N -2.000 1.915 -1.253 -0.828
C -1.140 1.290 -1.943 0.938
O -0.347 0.713 -2.557 -0.395
C -3.989 4.619 -0.548 -0.164
C -4.705 5.284 0.423 -0.220
H -6.156 6.370 2.301 0.216
H -7.495 5.254 2.038 0.225
H -6.243 4.871 3.224 0.224
H -6.568 2.719 1.553 0.214
H -5.287 1.547 -0.207 0.231
H -3.280 5.143 -1.172 0.239
H -4.546 6.338 0.579 0.214
C -0.786 -1.931 -0.361 -0.509
C 0.245 -2.770 -0.180 0.202
C 0.231 -4.094 -0.850 -0.083
C 0.696 -4.255 -2.153 -0.159
C 0.748 -5.506 -2.728 -0.212
C 0.335 -6.615 -2.014 -0.216
C -0.134 -6.471 -0.723 -0.207
C -0.185 -5.221 -0.147 -0.202
N 1.316 -2.481 0.709 -0.453
C 1.036 -1.755 1.973 -0.202
C 2.300 -1.212 2.651 -0.407
C 3.359 -2.311 2.797 -0.398
C 3.690 -2.918 1.428 -0.406
C 2.425 -3.458 0.757 -0.211
H -1.613 -2.208 -0.985 0.213
H -0.811 -0.961 0.092 0.186
H 1.020 -3.388 -2.702 0.212
H 1.107 -5.621 -3.738 0.212
H 0.378 -7.592 -2.464 0.212
H -0.463 -7.335 -0.169 0.214
H -0.544 -5.102 0.861 0.215
H 0.508 -2.444 2.639 0.172
H 0.343 -0.933 1.767 0.208
H 2.053 -0.776 3.629 0.214
H 2.706 -0.387 2.053 0.201
H 4.264 -1.929 3.289 0.211
H 2.973 -3.099 3.454 0.194
H 4.147 -2.155 0.785 0.201
H 4.441 -3.717 1.524 0.214
H 2.063 -4.348 1.279 0.171
H 2.646 -3.765 -0.272 0.215
```

***

--- two ---
C21H24N2O3S | wB97M-V/def2-TZVPD

Computed properties:
Multiplicity   1
SMILES   CSCC[C@H](NC(=O)c1ccco1)C(=O)N1CC=C(c2ccccc2)CC1
Highest occupied orbital energy   -8.55 eV
Total charge   0

```
51
Properties=species:S:1:pos:R:3:nbo_charge:R:1
C -5.140 -0.655 0.946 -0.742
S -3.827 0.134 1.922 0.168
C -3.810 1.808 1.191 -0.530
C -3.530 1.889 -0.304 -0.412
C -2.120 1.467 -0.748 -0.151
N -1.825 0.102 -0.374 -0.634
C -1.815 -0.908 -1.273 0.633
O -1.870 -0.735 -2.480 -0.633
C -1.682 -2.241 -0.669 0.140
C -1.667 -3.477 -1.263 -0.228
C -1.534 -4.413 -0.217 -0.321
C -1.477 -3.684 0.934 0.115
O -1.565 -2.375 0.675 -0.393
C -1.045 2.414 -0.190 0.685
O -1.321 3.293 0.609 -0.646
N 0.211 2.232 -0.637 -0.424
C 1.282 3.007 -0.043 -0.258
C 2.472 2.163 0.286 -0.186
C 2.609 0.885 -0.067 -0.035
C 3.797 0.094 0.283 0.033
C 3.688 -1.268 0.561 -0.236
C 4.804 -2.014 0.891 -0.193
C 6.053 -1.418 0.938 -0.221
C 6.177 -0.068 0.654 -0.204
C 5.061 0.680 0.330 -0.224
C 1.522 0.205 -0.859 -0.437
C 0.690 1.259 -1.590 -0.219
H -6.013 -0.009 0.933 0.218
H -4.791 -0.856 -0.064 0.212
H -5.376 -1.590 1.444 0.233
H -3.046 2.350 1.745 0.261
H -4.784 2.250 1.405 0.217
H -3.666 2.933 -0.597 0.233
H -4.256 1.288 -0.856 0.211
H -2.095 1.504 -1.845 0.255
H -1.910 -0.123 0.611 0.431
H -1.743 -3.669 -2.313 0.243
H -1.488 -5.479 -0.306 0.233
H -1.379 -3.973 1.962 0.208
H 1.585 3.811 -0.731 0.199
H 0.886 3.482 0.860 0.253
H 3.236 2.667 0.860 0.210
H 2.719 -1.745 0.537 0.212
H 4.699 -3.066 1.110 0.211
H 6.925 -2.003 1.190 0.213
H 7.149 0.402 0.680 0.213
H 5.171 1.727 0.090 0.212
H 0.873 -0.366 -0.188 0.218
H 1.956 -0.490 -1.580 0.223
H 1.331 1.785 -2.307 0.197
H -0.124 0.795 -2.143 0.239
```

***

Winner for stability: two

***

--- one ---
C10H20 | wB97M-V/def2-TZVPD

Computed properties:
Multiplicity   1
SMILES   C/C=C/CC.C/C=C/CC
Highest occupied orbital energy   -8.90 eV
Total charge   0

```
30
Properties=species:S:1:pos:R:3:nbo_charge:R:1
C -14.798 -5.965 4.620 -0.657
C -14.230 -6.724 3.420 -0.186
C -13.105 -6.438 2.665 -0.179
C -12.741 -7.284 1.503 -0.435
C -11.479 -8.042 1.787 -0.602
H -14.186 -5.076 4.846 0.213
H -14.853 -6.593 5.525 0.217
H -15.818 -5.634 4.360 0.225
H -14.809 -7.592 3.079 0.186
H -12.348 -5.669 2.865 0.193
H -12.590 -6.615 0.634 0.202
H -13.606 -7.938 1.278 0.204
H -11.101 -8.287 0.781 0.206
H -11.597 -8.979 2.357 0.211
H -10.734 -7.410 2.299 0.204
C -17.958 -8.519 6.976 -0.644
C -17.159 -7.199 6.787 -0.184
C -17.709 -5.945 6.511 -0.182
C -16.997 -4.633 6.321 -0.455
C -16.927 -3.804 7.595 -0.597
H -17.882 -9.208 6.118 0.216
H -19.024 -8.311 7.168 0.212
H -17.531 -9.015 7.865 0.214
H -16.069 -7.328 6.805 0.180
H -18.797 -5.925 6.367 0.188
H -17.573 -4.148 5.509 0.204
H -15.980 -4.839 5.936 0.226
H -16.434 -2.855 7.326 0.206
H -16.282 -4.346 8.307 0.207
H -17.884 -3.574 8.093 0.208
```

***

--- two ---
C10H20 | wB97M-V/def2-TZVPD

Computed properties:
Multiplicity   1
SMILES   C1CCCC1.C1CCCC1
Highest occupied orbital energy   -10.55 eV
Total charge   0

```
30
Properties=species:S:1:pos:R:3:nbo_charge:R:1
C -1.565 -0.879 1.589 -0.414
C -0.445 -1.939 1.587 -0.409
C 0.003 -2.115 3.008 -0.407
C -1.143 -1.681 3.954 -0.408
C -1.799 -0.611 3.066 -0.411
H -2.489 -1.285 1.134 0.206
H -1.286 0.033 1.028 0.209
H 0.343 -1.661 0.861 0.208
H -0.769 -2.972 1.353 0.199
H 0.943 -1.530 3.025 0.199
H 0.266 -3.178 3.169 0.203
H -0.735 -1.271 4.898 0.215
H -1.732 -2.584 4.206 0.200
H -2.871 -0.498 3.319 0.210
H -1.288 0.332 3.337 0.201
C 0.664 0.440 -1.924 -0.408
C 1.171 0.412 -3.345 -0.411
C 0.756 1.803 -3.861 -0.403
C 1.261 2.756 -2.690 -0.414
C 1.050 1.877 -1.437 -0.412
H 1.160 -0.339 -1.313 0.206
H -0.429 0.323 -1.797 0.202
H 0.667 -0.390 -3.918 0.209
H 2.263 0.248 -3.426 0.202
H -0.340 1.819 -4.021 0.201
H 1.239 2.064 -4.822 0.208
H 0.682 3.685 -2.529 0.210
H 2.321 3.040 -2.833 0.203
H 1.909 1.815 -0.741 0.206
H 0.190 2.288 -0.874 0.200
```

***

Winner for stability: two

***

--- one ---
C10H20 | wB97M-V/def2-TZVPD

Computed properties:
Multiplicity   1
SMILES   CC=C(C)C.CC=C(C)C
Highest occupied orbital energy   -8.78 eV
Total charge   0

```
30
Properties=species:S:1:pos:R:3:nbo_charge:R:1
C 2.009 4.440 1.766 -0.650
C 0.760 3.751 1.232 -0.212
C -0.329 4.446 0.914 0.024
C -1.606 3.738 0.389 -0.640
C -0.555 5.968 1.081 -0.654
H 1.742 4.940 2.712 0.212
H 2.388 5.200 1.061 0.215
H 2.814 3.714 1.966 0.214
H 0.818 2.657 1.159 0.201
H -1.334 2.794 -0.112 0.216
H -2.157 4.370 -0.328 0.209
H -2.271 3.507 1.238 0.213
H -1.504 6.019 1.641 0.216
H -0.695 6.465 0.106 0.219
H 0.217 6.515 1.648 0.217
C 2.113 -4.754 -1.356 -0.654
C 0.793 -5.170 -0.787 -0.201
C -0.429 -4.640 -0.975 0.017
C -1.671 -5.072 -0.183 -0.631
C -0.762 -3.566 -1.959 -0.653
H 2.204 -5.007 -2.426 0.217
H 2.934 -5.247 -0.808 0.219
H 2.220 -3.662 -1.242 0.215
H 0.871 -6.015 -0.090 0.190
H -1.470 -5.827 0.596 0.215
H -2.465 -5.453 -0.846 0.209
H -2.031 -4.151 0.305 0.210
H 0.100 -3.315 -2.600 0.215
H -1.151 -2.636 -1.511 0.217
H -1.551 -4.010 -2.589 0.217
```

***

--- two ---
C10H20 | wB97M-V/def2-TZVPD

Computed properties:
Multiplicity   1
SMILES   C/C=C/CC.C/C=C/CC
Highest occupied orbital energy   -8.80 eV
Total charge   0

```
30
Properties=species:S:1:pos:R:3:nbo_charge:R:1
C 0.350 -2.937 2.178 -0.641
C 0.759 -2.538 0.753 -0.203
C -0.128 -2.415 -0.260 -0.184
C 0.250 -2.076 -1.673 -0.435
C -0.389 -0.773 -2.187 -0.616
H 0.897 -3.856 2.449 0.219
H -0.726 -3.104 2.350 0.218
H 0.689 -2.119 2.835 0.214
H 1.810 -2.355 0.495 0.204
H -1.181 -2.614 -0.019 0.189
H 0.111 -2.957 -2.328 0.215
H 1.336 -1.872 -1.609 0.194
H -0.208 0.065 -1.492 0.233
H -1.477 -0.936 -2.265 0.196
H -0.002 -0.494 -3.181 0.208
C 1.444 0.211 1.062 -0.669
C 0.706 1.491 0.521 -0.180
C -0.577 1.484 0.075 -0.212
C -1.425 2.664 -0.440 -0.437
C -0.942 4.029 -0.075 -0.602
H 1.402 0.295 2.161 0.211
H 2.502 0.202 0.751 0.206
H 0.982 -0.745 0.764 0.244
H 1.332 2.392 0.487 0.192
H -1.121 0.543 0.235 0.199
H -2.472 2.580 -0.089 0.207
H -1.442 2.687 -1.546 0.211
H -0.685 4.086 0.996 0.206
H -1.744 4.757 -0.284 0.210
H -0.052 4.306 -0.665 0.202
```

***

Winner for stability: one

***

--- one ---
C7H8O2 | wB97M-V/def2-TZVPD

Computed properties:
Multiplicity   1
Highest occupied orbital energy   -9.70 eV
Total charge   0

```
17
Properties=species:S:1:pos:R:3:nbo_charge:R:1
C -1.916 -1.516 -0.033 -0.290
C -0.847 -0.727 0.047 -0.146
C 0.594 -1.165 -0.081 0.067
C 1.509 -0.523 0.975 -0.441
C 1.564 0.565 0.003 0.084
C 0.420 1.512 -0.026 -0.527
C -0.897 0.789 0.077 0.562
H -1.779 -2.571 0.017 0.197
H -2.912 -1.122 -0.032 0.222
H 0.710 -2.201 -0.332 0.197
H 2.433 -1.100 0.978 0.226
H 1.147 -0.353 1.975 0.211
H 2.484 1.146 -0.171 0.191
H 0.403 1.987 -1.015 0.256
H 0.509 2.293 0.738 0.234
O -1.965 1.378 0.083 -0.527
O 1.271 -0.339 -1.074 -0.516
```

***

--- two ---
C7H8O2 | wB97M-V/def2-TZVPD

Computed properties:
Multiplicity   1
Highest occupied orbital energy   -9.77 eV
Total charge   0

```
17
Properties=species:S:1:pos:R:3:nbo_charge:R:1
C -1.579 -0.073 -0.484 0.822
C 1.098 -2.327 0.178 -0.368
C 0.220 2.431 -0.436 -0.383
C 0.456 -1.389 -0.533 -0.159
C 0.725 1.172 -0.609 -0.159
C -0.564 0.160 1.274 -0.053
C -0.085 -0.071 -0.134 -0.287
O -2.194 -0.284 -1.463 -0.530
O -1.933 0.156 0.815 -0.494
H 1.542 -3.238 -0.303 0.204
H 1.237 -2.390 1.209 0.189
H 0.726 3.359 -0.809 0.217
H -0.752 2.552 -0.002 0.189
H 0.251 -1.618 -1.485 0.206
H 1.733 1.116 -0.945 0.215
H -0.481 -0.666 1.944 0.191
H -0.400 1.111 1.784 0.201
```

***

--- three ---
C7H8O2 | wB97M-V/def2-TZVPD

Computed properties:
Multiplicity   1
SMILES   C1=C[C@@H]2CCOC=C2O1
Highest occupied orbital energy   -7.60 eV
Total charge   0

```
17
Properties=species:S:1:pos:R:3:nbo_charge:R:1
C 1.893 1.247 -0.380 0.113
C 2.075 0.130 0.125 -0.272
C 0.745 -0.409 0.351 -0.345
C 0.069 -1.727 0.179 -0.397
C -1.477 -1.583 0.551 -0.045
O -2.167 -0.450 0.015 -0.519
C -1.437 0.626 -0.472 0.036
C -0.118 0.719 -0.131 0.225
O 0.588 1.920 -0.415 -0.468
H 2.731 2.045 -0.367 0.196
H 3.221 -0.245 0.200 0.257
H 0.500 -0.173 1.376 0.225
H 0.469 -2.405 0.836 0.215
H 0.539 -2.438 -0.786 0.200
H -1.992 -2.383 0.286 0.193
H -1.451 -1.243 1.617 0.177
H -1.889 1.064 -1.302 0.207
```

***

Winner for stability: one